# 1
33
Properties=species:S:1:pos:R:3:forces:R:3 method="wB97M-V/def2-TZVPD" lumo_energy_ev="3.394 / 1.295" de_lowest_kj_mol=193.1 s_squared=8.796 total_charge=-1 largest_force_ha_per_bohr=0.1169 multiplicity=6 e_homo_ev="-1.58 / -3.61" homo_lumo_gap_ev="4.97 / 4.90"
C -2.513182 -0.960968 0.076620 -2.4490 0.5099 -2.2356
C -1.573138 -1.211650 -1.040479 -2.3561 0.6296 -1.4473
C -1.337345 0.035063 -1.690354 0.0295 -0.8666 0.4311
H -1.391850 -2.193386 -1.494297 0.0287 0.5066 0.3862
C -1.830397 1.083995 -0.891213 -0.3323 1.1741 -0.1729
C -2.440175 0.545659 0.293101 -2.3343 -1.2978 -2.1098
H -3.044920 1.038754 1.031805 -0.3254 0.3823 -0.1076
H -3.317198 -1.563751 0.472929 0.1393 -0.4660 -0.1124
H -0.933360 0.134616 -2.695500 0.3546 0.0467 0.4239
H -1.882890 2.145696 -1.173691 0.3947 -0.5781 0.2431
Ru -0.980451 -0.502344 1.087846 5.1859 0.1930 3.0317
Cl 0.428592 -2.304245 1.090944 0.9331 -1.8556 0.2674
C 1.885480 0.136203 -0.228228 1.6557 2.8582 0.2014
C 2.018130 1.415885 -0.832049 0.1577 -1.2166 1.9048
C 2.303618 1.274506 -2.237465 -0.1453 -1.7430 -0.8897
H 2.141954 2.333968 -0.246366 -0.5084 -0.2855 -0.4220
C 2.408460 -0.137718 -2.520073 -0.2736 1.0152 1.2649
C 2.211403 -0.813730 -1.272482 0.2354 -0.1080 -1.4998
H 2.373376 -1.872398 -1.066391 -0.2948 0.2956 -0.2344
H 1.948908 -0.053895 0.891374 -0.4155 0.1668 -1.9307
H 2.380741 2.055948 -3.027248 -0.0220 -0.5613 0.9755
H 2.588340 -0.541199 -3.515581 -0.0580 -0.1218 0.4785
F -0.396542 2.619344 6.321626 0.2043 -0.2028 -0.4450
C -0.384269 1.942673 5.120833 -0.8889 -0.1063 -0.3374
C 0.586851 2.229288 4.172704 0.1418 -0.1995 -0.2214
C 0.548747 1.555976 2.929642 -0.2567 0.2801 1.9772
C -0.468225 0.647230 2.708081 0.9389 -0.1034 -0.9011
C -1.363308 0.285715 3.688407 -0.0172 1.1758 1.2674
C -1.395187 1.004899 4.898841 0.7687 -0.7915 -0.1748
H 1.362687 2.931509 4.449177 0.1120 0.0580 -0.0766
H 1.378504 1.574846 2.238923 -0.0005 0.6576 -0.1681
H -1.984096 -0.591993 3.493850 -0.4007 0.3104 0.3853
H -2.048957 0.693802 5.696715 -0.2014 0.2440 0.2482

---

# 2
38
Properties=species:S:1:pos:R:3:forces:R:3 method="wB97M-V/def2-TZVPD" lumo_energy_ev="-4.237 / -3.780" de_lowest_kj_mol=134.4 s_squared=0.779 total_charge=+1 largest_force_ha_per_bohr=0.0290 multiplicity=2 e_homo_ev="-11.68 / -11.68" homo_lumo_gap_ev="7.45 / 7.90"
Mn 0.137779 0.238842 -0.130914 -0.2980 -0.0528 1.4591
C 2.712965 -2.050543 0.943524 -0.0543 0.1152 -0.0281
C 1.999843 -1.575943 -0.294425 -0.0785 -0.1041 0.0946
C 0.786017 -2.155585 -0.684981 -0.0635 0.0331 -0.0765
C 0.212816 -1.860831 -1.929673 -0.0444 -0.1377 -0.0610
C 0.767506 -0.887499 -2.734151 -0.0509 0.0355 -0.1124
C 1.955760 -0.263463 -2.332442 0.0067 0.1164 0.0090
C 2.584392 -0.642085 -1.158718 0.1168 0.0713 -0.1015
H 3.354306 -2.895755 0.686698 -0.0019 0.0082 0.0034
H 2.010846 -2.389852 1.705604 0.0289 0.0233 -0.0228
H 3.351198 -1.272594 1.365896 -0.0382 -0.0403 -0.0145
H 0.352772 -2.935459 -0.072914 -0.0883 0.0598 0.1113
H -0.681113 -2.379394 -2.246141 -0.0409 0.0105 0.0470
H 0.298408 -0.620229 -3.673003 0.0499 -0.0158 0.0442
H 2.408167 0.490134 -2.965145 -0.0114 -0.0264 0.0235
H 3.543263 -0.209789 -0.896861 -0.0751 0.0548 0.0147
F -6.351009 -0.559341 -1.394980 -0.0374 -0.0017 -0.0136
C -5.243787 -0.211103 -0.761227 -0.1709 -0.0592 -0.0889
C -4.019861 -0.333008 -1.390083 -0.0211 -0.0008 -0.1731
F -3.930809 -0.792449 -2.633836 0.0282 -0.0073 -0.0115
C -2.903100 0.043256 -0.688227 0.1927 0.0041 0.0041
F -1.684559 -0.057310 -1.291574 -0.0948 -0.1886 -0.6760
C -2.907825 0.511985 0.601555 0.1149 0.0000 0.1988
S -1.392082 0.888332 1.416652 0.5741 -0.3345 -0.8244
C -4.147234 0.633022 1.201603 -0.1129 0.0498 0.2124
F -4.240394 1.086639 2.446003 -0.0281 -0.0014 0.0396
C -5.304132 0.275438 0.531850 -0.1882 0.0663 0.1643
F -6.481837 0.391873 1.128007 0.0186 0.0019 0.0084
C 3.009388 2.932561 0.720983 -0.1657 -0.0137 -0.0473
O 2.030893 1.963869 0.238176 0.3015 0.1932 0.4132
C 1.392193 1.092857 0.974964 0.2733 0.2108 -0.6823
C 1.647954 1.016456 2.431319 -0.0533 0.0252 0.0632
H 2.501287 3.882088 0.859179 -0.0531 0.0108 0.0241
H 3.751092 3.019653 -0.063474 0.0190 -0.0049 -0.0696
H 3.473186 2.611686 1.644038 0.0546 -0.0171 0.0333
H 2.656510 1.290640 2.736872 -0.0476 -0.0674 0.0185
H 1.403420 0.019141 2.786894 -0.0146 -0.0171 0.0466
H 0.945778 1.703765 2.922956 0.0538 0.0006 -0.0296

---

# 3
42
Properties=species:S:1:pos:R:3:forces:R:3 method="wB97M-V/def2-TZVPD" lumo_energy_ev=-6.550 de_lowest_kj_mol=47.9 total_charge=+1 largest_force_ha_per_bohr=0.0208 e_homo_ev=-12.05 homo_lumo_gap_ev=5.50
Mo -2.954672 -0.902675 -0.134447 0.4800 -0.7160 0.6369
C 1.443657 -0.014003 -0.687516 -0.3533 -0.0570 -0.0385
C 0.020839 -0.365966 -0.983967 0.0301 -0.0786 -0.0631
N -0.891389 -0.303996 -0.020268 -0.0815 0.2158 -0.3380
N -0.375001 0.163642 1.181680 -0.1022 0.0047 -0.0421
C -0.980292 -0.294862 2.205213 0.1147 -0.1212 0.1758
S -2.342764 -1.395887 2.075090 -0.1168 -0.0654 -0.4048
S -0.538130 0.076138 3.829593 -0.1778 0.1470 -0.0519
C 0.492665 1.545565 3.545106 0.0658 -0.0325 0.1763
C 1.827748 1.271181 2.918353 0.1508 0.1794 0.0316
C 2.156618 1.867378 1.707234 0.2297 0.2935 0.4114
C 3.411991 1.674488 1.148006 0.1457 0.1351 0.1715
C 4.342954 0.876484 1.793693 0.0265 0.0087 -0.0288
C 4.019793 0.278225 3.005015 0.0019 -0.0251 -0.0067
C 2.771003 0.480571 3.568153 -0.0627 -0.0515 -0.0781
C -0.299227 -0.808437 -2.327000 -0.1584 -0.0035 -0.1474
C 0.703516 -1.131844 -3.258248 -0.0422 0.0034 -0.0089
C 0.375649 -1.480994 -4.550837 0.0670 0.0044 0.0521
C -0.953047 -1.483523 -4.970710 -0.1115 0.0208 0.0145
C -1.971686 -1.163062 -4.091856 0.2234 0.0358 0.1365
C -1.624224 -0.866514 -2.780953 0.0141 0.0110 -0.1292
O -2.616707 -0.612216 -1.904684 0.0611 -0.1227 0.1687
H 1.510518 0.747458 0.083755 -0.1463 -0.2941 -0.2753
H 1.959763 0.310821 -1.584921 -0.0136 0.0056 0.0310
H 1.946441 -0.901831 -0.291288 0.0185 0.0012 0.0542
H 0.591292 1.935149 4.560868 0.0971 0.0567 -0.0529
H -0.086576 2.265705 2.970002 -0.0440 -0.0552 -0.0178
H 1.434322 2.507629 1.212507 -0.0029 0.0101 0.0356
H 3.667079 2.160082 0.215158 0.0119 0.0105 -0.0290
H 5.325506 0.734132 1.365127 0.0150 -0.0122 -0.0117
H 4.747411 -0.336141 3.517340 0.0138 -0.0035 0.0064
H 2.527226 0.018280 4.517399 -0.0050 0.0032 0.0160
H 1.742662 -1.125444 -2.963582 -0.0434 -0.0285 -0.0084
H 1.158826 -1.746598 -5.245782 0.0135 -0.0004 -0.0128
H -1.194487 -1.745300 -5.991668 -0.0047 -0.0001 -0.0081
H -3.011009 -1.159846 -4.385217 -0.0277 -0.0064 0.0108
O -5.838263 0.867895 1.455202 0.0898 -0.0425 0.1008
S -5.250241 0.421755 0.258885 -0.0246 -0.1728 0.2186
O -5.798505 0.656790 -1.019831 -0.1872 0.0883 -0.0885
O -4.821176 -1.124763 0.350225 0.0994 0.1283 -0.4467
O -3.689472 0.827008 0.206972 0.1070 -0.0942 -0.3221
F -2.940616 -2.722456 -0.497811 -0.3708 0.6197 0.1621

---

# 4
36
Properties=species:S:1:pos:R:3:forces:R:3 method="wB97M-V/def2-TZVPD" lumo_energy_ev="-8.346 / -10.341" s_squared=6.100 total_charge=+2 largest_force_ha_per_bohr=0.1452 multiplicity=5 e_homo_ev="-14.61 / -15.94" homo_lumo_gap_ev="6.26 / 5.60"
C -3.687008 2.442833 -1.307879 -0.6136 -0.3411 0.0872
O -2.332469 2.849297 -1.531252 2.9182 -0.1769 0.1918
C -1.230378 2.025252 -1.274177 -1.4119 -0.5948 -1.2443
C -0.691766 1.805535 0.053618 -1.2170 -0.4221 -0.2823
C -0.331267 0.368901 0.468668 0.2448 -0.3162 -0.0483
C -0.209875 -0.679569 -0.678068 2.9737 2.0837 -0.0142
C -0.140293 -0.050033 -1.970640 0.6775 -1.8262 0.2632
C -0.566825 1.265774 -2.318605 -1.1695 1.4535 1.3114
Fe 0.372359 3.436311 -1.013755 -2.7726 -5.5880 -1.5668
C 1.470721 3.331607 0.285062 3.5236 0.2033 5.6988
O 2.122967 3.400671 1.251751 -1.9619 -0.4084 -3.3305
C -0.219088 4.969872 -0.473752 -0.0806 6.8476 2.9788
O -0.179207 6.004916 0.049671 -0.7726 -3.1620 -1.7549
C 1.700196 4.025737 -1.979714 4.9145 3.1764 -2.1375
O 2.637549 4.621767 -2.316306 -2.9765 -2.1363 0.6333
H -4.253921 3.368645 -1.246996 0.0730 -0.0379 0.0695
H -4.044324 1.883118 -2.169390 0.0506 -0.1589 -0.0044
H -3.832997 1.867449 -0.387274 0.2507 0.1051 -0.0962
H -1.159668 2.395103 0.841871 0.1622 -0.0735 0.0657
H 0.636341 0.409347 0.995380 -0.1294 -0.1117 -0.1277
H -1.045579 -0.015096 1.229309 0.1886 0.7156 -0.2935
H 0.548355 -1.538828 -0.539773 -0.2367 2.3686 -0.6864
H 0.346576 -0.643862 -2.749072 -0.3510 0.2250 0.0430
H -0.505868 1.703820 -3.332694 -0.3902 -0.8238 0.4767
S -1.031573 -2.530332 0.242452 -1.5518 -2.1121 0.3310
C 0.190765 -3.409808 1.091486 0.4218 0.5431 -0.8494
C 0.270234 -4.834256 0.978000 0.1209 -0.6000 0.9944
C 1.309540 -5.527937 1.615367 -0.4504 0.3827 -0.5291
C 2.410017 -4.828034 2.165295 -0.6341 0.0450 0.2569
C 2.225679 -3.455192 2.448981 -0.7094 0.8133 -0.5792
C 1.169863 -2.742562 1.854153 1.1758 -0.1752 0.7128
H -0.508931 -5.366152 0.441536 0.0829 -0.0444 0.1613
H 1.249156 -6.612916 1.725239 0.2668 0.2879 -0.6119
H 3.363333 -5.340273 2.395972 -0.8502 0.2849 0.1853
H 2.867210 -2.934613 3.161908 0.1323 -0.1336 -0.5199
H 1.080191 -1.666478 1.993621 0.1013 -0.2924 0.2153

---

# 5
37
Properties=species:S:1:pos:R:3:forces:R:3 method="wB97M-V/def2-TZVPD" lumo_energy_ev="-0.787 / -0.955" de_lowest_kj_mol=155.1 s_squared=1.139 largest_force_ha_per_bohr=0.1300 multiplicity=2 e_homo_ev="-8.47 / -8.50" homo_lumo_gap_ev="7.68 / 7.54"
Mn 0.123528 -0.081804 0.058839 -3.9979 1.1397 5.2349
C 4.151588 0.739892 -0.044380 0.1626 -0.1571 0.0172
C 2.664751 0.869317 -0.000208 -0.2563 1.0747 -0.0269
N 1.904433 -0.152994 -0.001613 -0.5786 -1.9938 -1.4761
N 2.210884 -1.533091 -0.056381 0.6741 -0.1547 0.2647
C 1.224308 -2.404184 -0.091014 -0.7070 0.9023 -0.3169
S -0.614796 -2.190402 -0.186029 2.6256 -0.5511 -0.7697
S 1.751939 -4.107026 -0.182186 0.0498 0.1380 -0.0966
C 2.741481 -3.936404 -1.706633 0.1324 -0.0251 -0.1638
C 1.923626 -3.440957 -2.869160 0.1654 0.0452 0.0981
C 0.835433 -4.171975 -3.332991 -0.0701 -0.0137 -0.1449
C 0.086725 -3.710693 -4.402827 0.0255 -0.0191 0.0113
C 0.418083 -2.512173 -5.020437 -0.0327 0.0451 -0.0431
C 1.500914 -1.779082 -4.564148 -0.0088 0.0093 -0.0091
C 2.251916 -2.243655 -3.491551 -0.0882 0.0882 -0.0422
C 1.997261 2.232916 0.044380 -0.2138 -0.2994 0.0715
C 2.903727 3.303421 0.048810 0.0164 0.1732 0.0584
C 2.519026 4.623748 0.086414 0.3395 0.2004 -0.0137
C 1.177232 4.946285 0.122774 -0.1286 -0.1590 0.0640
C 0.234918 3.941944 0.119174 -0.4402 -0.3592 0.1233
C 0.565115 2.579536 0.078814 -0.3129 -1.8399 -0.7590
O -0.478436 1.644121 -0.021862 3.1692 2.4020 -0.9660
H 4.471584 -0.297321 -0.075643 -0.2670 -0.1188 0.0224
H 4.590234 1.196814 0.841773 0.0359 0.0972 -0.0559
H 4.536686 1.233898 -0.935648 0.0411 0.1104 0.0593
H 3.150847 -4.919906 -1.942760 -0.1246 -0.1302 0.2557
H 3.586023 -3.283016 -1.502259 -0.0404 0.0821 -0.0029
H 0.567732 -5.107852 -2.857682 0.0175 0.0284 0.0758
H -0.758517 -4.285762 -4.757584 -0.0025 -0.0103 0.0054
H -0.167614 -2.151782 -5.856066 -0.0077 0.0019 0.0025
H 1.762517 -0.843980 -5.042810 0.0103 0.0020 0.0029
H 3.096744 -1.661555 -3.141398 0.0156 -0.0553 0.0652
H 3.968050 3.119213 0.022416 -0.0629 -0.1453 0.0065
H 3.267131 5.404974 0.087692 0.0330 -0.0357 -0.0067
H 0.865762 5.982364 0.152439 -0.0589 -0.0290 -0.0058
H -0.812837 4.204420 0.145255 -0.1056 -0.1559 -0.0340
O 0.105101 -0.094148 1.647787 -0.0090 -0.2873 -1.5057

---

# 6
37
Properties=species:S:1:pos:R:3:forces:R:3 method="wB97M-V/def2-TZVPD" lumo_energy_ev=-0.997 de_lowest_kj_mol=599.2 largest_force_ha_per_bohr=0.0887 e_homo_ev=-8.02 homo_lumo_gap_ev=7.02
O -0.954811 -0.168773 -3.077455 -0.2294 -1.7015 -4.2258
O -0.222998 2.724174 1.229537 0.2988 0.9964 1.5455
O -2.812435 -2.318959 1.518173 -0.3477 0.1095 -0.2738
O 2.678970 -3.090771 1.897526 0.1204 0.0887 -0.5656
O -2.561317 0.287334 1.797640 0.0724 0.5289 0.0021
C 0.428257 -3.968556 1.763438 -0.3922 -0.2195 -0.4319
C -0.961258 -3.772976 1.630503 0.8632 0.4515 0.1275
C 0.759452 -1.586475 1.790122 -0.7627 -0.0321 0.1550
C 0.213558 3.808316 -3.564674 -0.5385 -2.5393 1.1431
C 0.414786 4.517945 -2.373772 -0.1045 0.6669 0.4716
C 1.317055 -2.890498 1.780631 -1.1228 1.3427 0.2706
C -1.471749 -2.466113 1.620593 0.0507 0.2640 0.2515
C -0.648847 -1.328967 1.747404 1.1008 -2.0750 -0.9607
C -0.165061 2.446715 -3.464632 -0.1182 1.2042 -0.8517
C 0.197443 3.962195 -1.125187 0.3030 0.3295 -0.4075
C -1.033487 0.014865 -0.921078 0.8141 1.0958 1.5930
C -0.797664 0.740560 0.268743 0.2747 -0.1950 -0.8844
C -0.381521 1.849014 -2.209337 0.8134 1.9541 -0.2235
C -0.186932 2.613050 -1.039068 0.1913 -0.0150 -0.5616
N -0.767756 0.547421 -2.125330 -0.7720 -0.5099 3.4516
N -0.362814 2.035896 0.195845 -1.1695 -2.0985 -0.0074
C 3.477430 -2.498075 0.855914 -0.3926 0.2862 0.1769
C -1.144976 0.089026 1.616067 0.3255 0.9482 -0.2516
H -3.008572 -1.361295 1.512305 -0.2569 -0.4342 0.0951
H -2.709661 1.262121 1.772705 0.0795 -1.0652 0.1115
H 0.840830 -4.977702 1.807087 -0.1386 0.2440 -0.0769
H -1.667981 -4.600729 1.491662 0.4379 0.3536 0.2532
H 1.406971 -0.718466 1.872811 0.1520 -0.1058 -0.0617
H 0.340696 4.257277 -4.522127 0.0905 0.2461 -0.4668
H 0.707576 5.573415 -2.410913 -0.0808 -0.4426 -0.0637
H -0.395290 1.848195 -4.359050 0.2969 0.2976 0.5542
H 0.347344 4.568597 -0.226077 -0.1453 -0.5567 -0.3209
H -1.346096 -1.025768 -0.900403 0.0539 0.3239 -0.1539
H 3.486250 -1.413409 0.883331 -0.3238 0.3295 0.2552
H 4.510333 -2.776632 0.973690 0.2283 -0.5424 0.3252
H 3.145342 -2.778216 -0.137264 -0.2373 -0.3336 -0.1427
H -0.671065 0.596265 2.430638 0.5656 0.8049 0.1494